(1)
Density functional theory data (the ωB97M-V functional and the def2-TZVPD basis) for C43H48BrCsN8O7S3 as an isolated structure at a distorted geometry.

```
111
Properties=species:S:1:pos:R:3:forces:R:3
Cs -0.021468 -0.249907 1.357845 0.04 0.73 -0.84
N 3.583342 0.171856 -3.015840 -0.07 0.04 0.07
C 2.357994 0.282971 -2.392884 0.09 -0.20 -0.15
S 2.096201 1.683175 -1.456512 -0.18 0.07 0.15
N 1.591284 -0.768078 -2.640896 0.12 -0.16 0.02
N 0.403345 -0.823307 -2.014616 -0.16 0.07 0.01
C -0.261990 -1.912495 -2.220548 0.13 -0.02 -0.02
C 0.239364 -3.051495 -3.043758 0.09 -0.01 0.03
C -0.497015 -3.501826 -4.134182 -0.07 -0.12 0.11
C -0.052692 -4.572291 -4.901227 -0.01 0.02 0.02
C 1.132800 -5.212332 -4.573803 0.02 0.00 0.00
C 1.869641 -4.774676 -3.478474 0.00 0.00 0.01
C 1.431026 -3.700538 -2.721416 0.00 0.03 -0.04
C -1.525974 -2.115882 -1.486921 -0.19 0.07 0.08
C -1.880490 -3.396946 -1.059362 0.10 -0.03 -0.05
C -2.985225 -3.565127 -0.245994 -0.01 -0.01 0.01
C -3.724293 -2.454530 0.112910 -0.02 0.01 -0.01
C -3.320842 -1.224232 -0.377541 0.07 -0.07 -0.08
N -2.268823 -1.042053 -1.172992 -0.01 -0.04 0.14
H 4.019013 1.062660 -3.191460 0.00 -0.05 0.00
H 3.559515 -0.469509 -3.795556 0.01 0.03 -0.03
H -1.428927 -3.004361 -4.379926 0.02 -0.06 0.04
H -0.635922 -4.904019 -5.752424 0.00 -0.02 -0.01
H 1.484284 -6.048491 -5.166552 0.00 0.00 -0.01
H 2.797383 -5.269425 -3.216845 -0.01 0.00 0.00
H 2.010275 -3.341360 -1.880981 0.00 0.00 0.00
H -1.255765 -4.238501 -1.326832 -0.01 0.01 0.01
H -3.239269 -4.546375 0.134814 0.00 0.00 0.00
H -4.564237 -2.517439 0.790307 0.01 -0.01 0.01
H -3.862687 -0.336200 -0.085776 -0.08 0.07 0.01
O -0.416727 2.413856 3.366095 -0.25 -0.05 0.05
S -0.488767 3.343914 2.191299 0.16 -0.05 0.23
C -0.099445 4.988506 2.867780 0.06 0.00 -0.06
C 1.407174 4.962248 3.092404 -0.04 -0.04 0.01
C 1.976816 4.442994 1.778004 0.01 0.01 -0.08
C 1.145197 3.219071 1.397084 -0.08 0.23 0.02
H -0.707452 5.110919 3.762730 -0.03 -0.02 0.01
H -0.393030 5.731514 2.119851 0.03 0.00 0.00
H 1.638442 4.251473 3.888294 0.03 0.01 0.01
H 1.803360 5.941558 3.371750 -0.02 0.00 -0.02
H 3.022827 4.155556 1.865989 0.00 -0.01 0.03
H 1.882778 5.214175 1.006369 0.03 0.00 0.00
H 1.568330 2.306265 1.820245 0.05 0.03 -0.01
H 1.019399 3.080384 0.328613 -0.05 0.04 -0.06
C -4.987684 2.135807 -3.969461 0.06 -0.01 -0.05
C -4.551260 1.262714 -2.799308 -0.03 -0.05 0.02
C -3.358635 1.827227 -2.032179 -0.06 -0.06 -0.13
N -2.087266 1.570140 -2.690542 -0.01 0.07 0.25
C -1.410756 2.503737 -3.334617 0.33 0.06 -0.21
S -1.879078 4.084265 -3.542520 -0.15 0.17 -0.18
N -0.110445 2.117340 -3.769552 -0.50 0.12 0.58
C 0.235185 1.234053 -4.740763 0.05 0.03 -0.12
O 1.391700 0.927148 -4.960957 -0.04 0.14 -0.19
C -0.853490 0.638365 -5.594560 0.05 -0.02 0.06
C -0.788649 -0.736697 -5.805053 -0.01 0.11 -0.04
C -1.722584 -1.356763 -6.617445 -0.05 0.06 -0.05
C -2.705279 -0.601905 -7.250256 0.03 -0.06 0.01
C -2.750430 0.770470 -7.062204 -0.02 0.10 0.05
C -1.831336 1.395431 -6.226379 -0.01 -0.06 0.03
H -5.843727 1.704141 -4.493215 0.00 -0.03 0.02
H -4.178107 2.256966 -4.689914 0.01 0.00 0.01
H -5.262609 3.133286 -3.621901 0.00 0.01 -0.01
H -4.296364 0.257303 -3.145610 0.01 0.00 0.01
H -5.381563 1.143898 -2.096204 0.00 0.03 0.01
H -3.284865 1.356153 -1.063927 0.00 -0.10 0.28
H -3.459077 2.902935 -1.888866 -0.01 -0.01 -0.01
H -1.587365 0.747318 -2.338691 -0.03 -0.07 -0.30
H 0.574255 2.338488 -3.026847 0.56 -0.23 -0.44
H -0.000693 -1.300687 -5.322410 0.02 0.06 -0.01
H -1.681733 -2.429611 -6.763518 0.00 0.00 0.00
H -3.432320 -1.085678 -7.891402 -0.01 0.00 -0.01
H -3.510583 1.362794 -7.557690 0.00 -0.01 0.00
H -1.869272 2.465916 -6.066680 -0.02 0.02 0.01
Br -3.528981 -4.235063 4.317719 0.01 0.04 0.01
C -3.471857 -2.504565 5.121386 0.00 0.04 -0.08
C -4.061533 -2.376863 6.373142 0.03 -0.01 -0.07
C -4.078220 -1.138829 6.993125 -0.02 -0.01 0.04
C -3.527698 -0.037960 6.349358 0.00 0.04 0.01
C -2.968377 -0.179119 5.091654 0.04 -0.08 0.02
C -2.914419 -1.421397 4.455426 0.03 -0.12 0.07
C -2.215266 -1.470406 3.090246 -0.22 0.16 0.26
O -1.376800 -2.366013 2.894634 -0.15 -0.24 0.09
O -2.509411 -0.513479 2.338034 -0.87 -0.14 0.18
H -4.498956 -3.244872 6.847745 -0.01 0.00 0.01
H -4.524676 -1.037784 7.975292 0.00 0.00 0.00
H -3.535684 0.934272 6.827235 0.00 -0.01 0.01
H -2.544008 0.667933 4.566866 0.01 0.02 -0.01
C 2.971570 0.277983 6.031640 -0.01 -0.01 0.02
C 4.368533 0.633916 5.535441 0.00 -0.02 -0.06
C 4.596378 0.248499 4.065131 0.03 0.02 0.02
C 6.004009 0.700477 3.622121 -0.03 0.00 0.04
C 6.313224 0.408342 2.157611 0.02 -0.01 0.00
C 4.538243 -1.256673 3.945850 -0.07 0.03 -0.08
O 5.197426 -2.005164 4.651007 0.07 -0.04 0.05
N 3.719403 -1.721858 2.974608 0.02 -0.14 0.00
C 2.914080 -0.952565 2.089859 0.25 0.16 0.03
O 2.319722 -1.594039 1.228541 0.62 -0.41 0.05
N 2.810756 0.379786 2.253327 0.43 -0.36 0.34
C 3.569874 0.993481 3.187416 -0.11 0.10 -0.13
O 3.514703 2.209843 3.368113 0.00 0.13 0.03
H 2.841749 0.565298 7.077032 0.01 0.01 0.00
H 2.785280 -0.796434 5.963181 0.01 0.00 -0.01
H 2.205557 0.792652 5.448818 0.00 0.01 -0.01
H 5.129823 0.126557 6.132754 -0.01 -0.01 0.01
H 4.528839 1.709877 5.609984 -0.01 0.01 0.00
H 6.729493 0.206922 4.274440 0.00 -0.01 -0.01
H 6.054599 1.774787 3.809010 0.00 0.01 -0.02
H 6.275756 -0.662499 1.945406 -0.01 -0.01 0.01
H 7.313163 0.758939 1.894544 0.01 0.01 0.02
H 5.600214 0.901749 1.494789 -0.01 0.00 0.01
H 3.668774 -2.722000 2.841151 0.00 0.05 -0.04
```
Positions in Å, forces in eV/Å.

As for the total energy: -6421.07566 hartree. The net charge is -2. The gap between HOMO and LUMO comes out at 6.24 eV. For the energy relative to the best compared isomer or geometry (same formula, charge and spin), the calculation gives 0.468 eV. As for the multiplicity: 1. The value obtained for the HOMO energy is -2.6 eV.

---

(2)
Density functional theory data (the ωB97M-V functional and the def2-TZVPD basis) for a 2-piece molecular cluster, C9H14O overall at a distorted geometry.

```
24
Properties=species:S:1:pos:R:3:forces:R:3
C -2.764325 -1.435486 -0.329222 0.34 -6.69 0.14
C -1.941490 -0.370840 -0.204325 1.70 5.86 3.42
C -1.136042 0.170137 -1.129780 2.22 1.63 -2.22
C -0.119744 1.239689 -0.852604 -3.65 -2.92 1.89
C -0.156552 1.758367 0.435107 0.36 1.86 -1.53
O 0.421193 3.047620 0.648524 0.55 -1.26 0.16
C -1.077289 1.308919 1.369635 -1.57 -0.66 0.10
C -1.989502 0.316107 1.084699 2.73 0.03 -2.39
H -2.940379 -1.885881 -1.282123 0.34 -0.24 -0.78
H -3.647522 -1.443871 0.147432 -3.57 1.01 1.54
H -2.291689 -2.225489 0.402767 -0.43 0.56 -1.74
H -1.343994 -0.167094 -2.190647 0.97 0.28 1.17
H 0.598136 1.395239 -1.584491 1.04 1.04 -1.17
H 1.097287 3.022859 1.345255 -0.35 -0.12 -0.21
H -1.268563 1.824368 2.289437 0.48 0.46 0.36
H -2.694923 0.071777 1.804732 -1.28 -0.64 1.16
C 2.011176 -1.049812 0.285826 0.59 2.22 -3.95
C 3.245754 -0.516259 -0.709065 0.39 -5.99 3.01
H 1.104382 -0.986084 -0.431342 1.15 0.02 1.77
H 2.224210 -2.088192 0.390084 -0.06 -0.62 1.21
H 1.958949 -0.301314 1.114681 -0.21 -1.41 -0.34
H 3.284473 -1.144577 -1.588565 -1.00 0.92 -1.09
H 4.219127 -1.038671 -0.327309 -1.23 1.89 0.29
H 3.207319 0.498488 -0.688704 0.50 2.78 -0.79
```
Positions in Å, forces in eV/Å.

As for the total energy: -426.45653 hartree. The gap between HOMO and LUMO comes out at 9.43 eV. For the energy relative to the best compared isomer or geometry (same formula, charge and spin), the calculation gives 3.163 eV. As for the SMILES: Cc1ccc(O)cc1.CC. As for the multiplicity: 1. The value obtained for the HOMO energy is -8.6 eV.

---

(3)
Density functional theory data (the ωB97M-V functional and the def2-TZVPD basis) for one molecule with the formula C6H5F2N3O3 at a distorted geometry.

```
19
Properties=species:S:1:pos:R:3:forces:R:3
C -1.198338 0.816912 0.461596 2.23 -2.41 1.38
C -0.549245 0.477146 -0.722234 -0.75 0.05 -1.65
C 0.415905 -0.549964 -0.913428 -2.44 2.21 1.28
C 0.779043 -1.287039 0.287936 1.01 0.45 1.89
C 0.187173 -0.793788 1.546872 0.85 0.10 -3.12
C -0.898361 1.499653 -1.792883 -0.78 -1.28 -1.24
N -0.780906 0.185810 1.566920 0.32 0.61 2.49
N 1.069854 -0.713540 -2.051945 0.77 -0.92 0.16
N 0.835158 -1.072626 2.779608 -0.90 -0.77 -0.16
O 1.713292 -2.082023 0.266322 -0.17 -0.55 -0.71
O 1.891531 -1.657792 2.853819 -0.30 0.43 -0.08
O 0.139309 -0.739866 3.735118 0.06 0.60 1.40
F -0.533048 2.682733 -1.347693 0.56 1.89 0.53
F -2.311671 1.652149 -2.026364 1.97 -0.82 0.22
H -1.916415 1.573762 0.532000 -0.83 0.92 0.17
H -0.362461 1.350316 -2.764303 -0.93 -0.04 0.52
H -0.891686 0.510426 2.615002 -0.41 -0.76 -2.54
H 0.683372 -0.380332 -2.892146 -0.29 0.43 -0.88
H 1.727495 -1.471938 -2.134198 0.04 -0.15 0.32
```
Positions in Å, forces in eV/Å.

As for the total energy: -821.23010 hartree. The gap between HOMO and LUMO comes out at 7.39 eV. As for the multiplicity: 1. The value obtained for the HOMO energy is -8.4 eV.

---

(4)
Density functional theory data (the ωB97M-V functional and the def2-TZVPD basis) for a 3-piece molecular cluster, C4H12N2S overall at a distorted geometry.

```
19
Properties=species:S:1:pos:R:3:forces:R:3
C 1.601186 1.298922 0.219562 1.74 2.19 0.12
C 0.901584 0.081513 -0.281103 -1.48 -1.00 0.32
C -0.514252 0.096057 0.569653 -0.25 -2.18 0.68
S -0.420042 0.458890 2.370604 0.23 -0.24 -0.25
N 0.620528 0.102627 -1.714705 1.07 2.61 1.34
C 0.047933 -0.998513 -2.329935 -3.11 1.61 1.66
N -1.529513 -0.848285 -2.203620 2.03 -0.68 0.86
H 2.654354 1.446128 -0.141220 -0.79 -0.30 -0.45
H 1.792942 1.317673 1.349151 -1.17 -0.16 -1.57
H 0.993560 2.201312 -0.150176 0.92 -1.07 0.90
H -0.514859 -2.627566 4.605344 1.10 0.10 -2.35
H -0.984869 -0.947799 0.506227 0.66 1.42 -0.32
H -1.246371 0.822071 0.217818 0.34 0.10 -0.74
H -0.166576 -2.559642 3.843505 -1.12 -0.09 2.38
H 1.464337 -0.859713 -0.006415 -0.67 0.59 -0.09
H 0.344514 -1.836290 -1.777368 0.30 -2.17 0.11
H 0.250162 -0.918123 -3.368064 0.35 -0.65 -0.99
H -1.837643 -0.121780 -1.511160 0.51 -0.91 -1.63
H -1.884689 -0.906774 -3.138098 -0.65 0.84 0.04
```
Positions in Å, forces in eV/Å.

As for the total energy: -667.18070 hartree. The net charge is -1. The gap between HOMO and LUMO (alpha / beta) comes out at 6.33 / 5.43 eV. For the energy relative to the best compared isomer or geometry (same formula, charge and spin), the calculation gives 2.032 eV. As for the multiplicity: 2. The value obtained for the HOMO energy (alpha / beta) is -2.5 / -2.5 eV.